(1)
This record from the OMol25 dataset describes a cluster of 9 separate species, C2H21O9 in total in a non-equilibrium geometry. The level of theory is ωB97M-V/def2-TZVPD.

The multiplicity is 2. The frontier orbital gap (spin up / spin down) is 9.97 / 4.04 eV. The value obtained for the HOMO energy (spin up / spin down) is -10.20 / -10.18 eV. As for the energy: -765.75921 Ha. The LUMO energy (spin up / spin down) comes out at -0.22 / -6.14 eV. The calculation puts the max |F| at 4.1 eV Å⁻¹.

Geometry as XYZ:
```
32
Properties=species:S:1:pos:R:3:forces:R:3:mulliken_spin:R:1
O 1.544 -0.633 -1.354 1.99 -1.78 -3.06 0.777
O -2.285 0.034 -0.743 -1.04 -0.20 -0.65 0.001
O -2.736 2.868 -0.687 0.05 0.28 -0.64 0.000
O -0.354 -1.833 1.344 0.05 -1.23 0.03 0.000
O 1.817 -0.991 3.139 -0.04 -0.83 0.80 0.001
O 2.417 0.873 1.475 1.26 0.22 -0.34 0.008
O -1.268 2.535 1.761 -0.08 0.57 -0.03 0.000
O 1.077 2.377 -1.236 0.47 0.50 -0.61 0.009
O 0.052 0.522 0.351 -0.34 -0.25 -0.90 0.038
C -0.065 -2.282 -2.105 -1.25 -0.48 0.71 0.118
C 1.287 -2.012 -1.498 1.80 0.35 -0.20 0.012
H -1.404 0.225 -0.421 0.19 -0.78 0.00 -0.003
H 1.095 -1.153 2.532 -0.28 -0.23 0.07 0.000
H -1.111 -2.307 0.999 -0.21 -0.33 0.30 0.000
H 1.560 0.642 1.119 -0.69 0.35 0.07 0.001
H -0.331 -1.740 -3.013 0.43 0.26 0.22 0.000
H -2.104 2.857 0.032 -0.06 0.31 0.66 0.000
H 1.463 -2.377 -0.486 -0.82 -0.49 0.41 0.023
H 1.021 -0.244 -0.649 -2.17 1.63 2.56 0.005
H -0.324 -1.023 0.834 -0.12 1.20 -0.01 -0.001
H -0.608 1.188 0.074 1.31 -0.09 -0.11 0.008
H -1.684 2.154 2.534 -0.21 -0.05 0.21 -0.001
H 2.284 1.728 1.886 0.01 0.30 0.06 0.000
H 0.271 2.545 -1.724 -0.26 0.26 -0.23 -0.001
H -2.362 -0.918 -0.680 -0.34 -0.09 0.01 0.000
H -0.795 -2.110 -1.313 -0.24 -0.15 -0.45 0.002
H -2.850 1.946 -0.920 -0.27 -0.34 -0.07 0.000
H 2.008 -2.506 -2.150 0.46 0.86 -0.12 0.010
H -0.012 -3.341 -2.356 -0.27 -0.04 0.09 -0.003
H 2.415 -0.423 2.654 0.16 0.37 -0.12 0.000
H 0.876 1.611 -0.699 0.09 0.08 0.36 -0.002
H -0.891 1.786 1.298 0.41 -0.18 0.99 -0.004
```
Forces are in eV/Å.

---

(2)
This record from the OMol25 dataset describes a structure of composition C27H14BrF11N3O2V in a non-equilibrium geometry. The level of theory is ωB97M-V/def2-TZVPD.

The multiplicity is 2. The frontier orbital gap (spin up / spin down) is 6.95 / 7.11 eV. For the energy above the lowest of the compared OMol25 structures with the same formula, charge and spin, the calculation gives 267.0 kJ/mol. The value obtained for the HOMO energy (spin up / spin down) is -11.31 / -11.31 eV. As for the energy: -5968.34045 Ha. The LUMO energy (spin up / spin down) comes out at -4.36 / -4.19 eV. As for the net charge: +1. The calculation puts the max |F| at 5.6 eV Å⁻¹.

Geometry as XYZ:
```
59
Properties=species:S:1:pos:R:3:forces:R:3:mulliken_spin:R:1
Br 6.982 -2.414 -1.542 -0.13 0.05 0.01 -0.001
V 0.322 0.717 0.242 0.19 0.60 0.20 1.252
F 2.698 4.372 -2.450 0.02 0.01 0.02 0.000
F -1.244 3.372 -1.985 -0.01 -0.08 0.05 0.001
F -3.957 3.206 0.556 -0.07 -0.05 -0.22 0.000
F 1.456 1.966 -1.924 0.04 0.14 -0.18 0.000
F 0.837 3.243 2.530 0.03 0.23 0.06 0.002
F -1.950 3.975 0.387 -0.03 -0.06 -0.11 0.000
F -2.355 2.346 1.729 -0.20 -0.07 -0.15 0.000
F 2.070 5.606 2.050 0.01 0.02 -0.01 0.000
F -1.689 1.423 -2.779 -0.18 0.01 0.00 0.000
F 3.024 6.161 -0.432 -0.03 0.07 -0.01 0.000
F -3.279 2.877 -2.500 -0.10 -0.05 0.17 0.000
O -1.157 1.191 -0.204 -5.18 1.22 -1.64 -0.068
O 1.786 0.089 0.101 4.72 -2.31 -0.79 -0.073
N -1.435 -1.741 1.338 0.21 0.48 0.13 0.015
N 0.604 -2.212 -0.397 0.37 0.38 -0.30 -0.001
N 0.416 0.432 3.293 -0.07 -0.02 -0.07 0.066
C 1.121 2.576 0.294 0.03 0.49 0.04 -0.045
C 1.776 -2.669 -0.606 -0.34 -0.12 0.13 0.004
C 4.107 0.287 -0.311 -0.57 0.20 0.23 -0.007
C -2.730 -4.773 -0.341 -0.02 -0.09 -0.07 -0.001
C 1.619 2.900 -0.952 -0.16 0.03 0.20 -0.066
C 2.942 -0.474 -0.267 1.41 -0.86 -0.51 -0.007
C -2.676 2.866 0.519 0.42 -0.07 0.44 0.006
C -3.526 0.786 -0.640 0.40 -0.17 0.11 -0.002
C 5.341 -1.628 -1.040 0.16 0.01 0.01 -0.007
C -2.370 -1.547 2.237 0.10 -0.16 -0.26 0.001
C 2.978 -1.838 -0.622 -0.26 0.60 0.14 -0.006
C 1.916 4.729 1.065 -0.01 -0.05 0.05 -0.001
C -1.729 -4.992 -1.242 -0.18 -0.10 0.10 0.001
C -2.665 -3.672 0.541 0.28 0.18 -0.02 0.000
C 0.319 0.529 2.154 -0.17 -0.14 2.65 -0.068
C -3.658 -3.417 1.510 0.03 0.07 0.06 -0.001
C -2.156 2.396 -1.978 0.46 0.01 -0.09 0.002
C -0.495 -3.073 -0.425 -0.22 -0.37 -0.05 -0.004
C 4.196 -2.401 -0.995 -0.08 0.03 -0.02 0.004
C 5.301 -0.281 -0.702 0.12 -0.17 -0.05 0.004
C -2.373 1.783 -0.566 -0.53 0.54 -0.31 -0.017
C 1.289 3.514 1.292 -0.11 -0.21 -0.12 0.015
C -3.506 -2.366 2.367 -0.14 -0.04 0.08 0.002
C 2.398 5.019 -0.204 -0.03 -0.14 0.04 0.005
C 2.242 4.098 -1.233 0.04 -0.07 -0.12 -0.006
C -0.611 -4.144 -1.284 0.14 0.32 0.06 -0.001
C -1.548 -2.796 0.494 -0.29 -0.34 0.05 0.004
H -3.580 -5.439 -0.276 -0.01 -0.01 -0.06 0.000
H 4.240 -3.447 -1.269 -0.02 -0.02 0.03 0.000
H 4.054 1.330 -0.022 0.04 0.02 -0.04 -0.001
H -4.434 1.281 -0.975 0.03 0.03 0.02 0.000
H -1.779 -5.834 -1.919 -0.02 0.01 -0.03 0.000
H 6.202 0.314 -0.742 0.00 0.01 0.01 0.000
H -4.233 -2.153 3.139 -0.02 -0.01 -0.01 0.000
H -2.234 -0.706 2.907 -0.05 0.08 0.01 -0.001
H -4.519 -4.072 1.569 -0.02 0.01 0.02 0.000
H 0.159 -4.325 -2.023 0.04 0.02 0.01 0.000
H 1.947 -3.740 -0.760 -0.02 -0.01 0.02 0.000
H -3.692 0.352 0.342 -0.04 -0.05 0.07 0.000
H 0.504 0.423 4.291 0.01 -0.02 0.01 -0.002
H -3.264 -0.004 -1.341 -0.02 -0.01 0.02 0.000
```
Forces are in eV/Å.

---

(3)
This record from the OMol25 dataset describes a cluster of 2 separate species, C3H9NO2S in total in a non-equilibrium geometry. The level of theory is ωB97M-V/def2-TZVPD.

The multiplicity is 3. The frontier orbital gap (spin up / spin down) is 7.56 / 8.20 eV. For the energy above the lowest of the compared OMol25 structures with the same formula, charge and spin, the calculation gives 65.9 kJ/mol. The value obtained for the HOMO energy (spin up / spin down) is -7.06 / -8.13 eV. As for the energy: -722.91455 Ha. The LUMO energy (spin up / spin down) comes out at 0.49 / 0.08 eV. The calculation puts the max |F| at 2.4 eV Å⁻¹.

Geometry as XYZ:
```
16
Properties=species:S:1:pos:R:3:forces:R:3:mulliken_spin:R:1
S 2.459 -0.382 -0.519 -0.69 1.61 -1.36 0.458
O 3.055 1.769 0.112 -0.05 -0.05 0.11 1.432
O 2.885 -1.393 0.413 0.80 -1.76 1.46 0.112
N 0.529 -0.176 -0.048 0.74 -0.19 -0.30 -0.007
C -0.113 -1.280 -0.748 -0.44 -0.41 -0.27 -0.005
C 0.177 1.152 -0.524 0.15 0.76 -0.14 0.010
C 0.422 -0.300 1.396 0.10 -0.05 0.61 0.004
H 0.930 -1.211 1.717 -0.02 0.04 -0.07 0.000
H -0.624 -0.338 1.711 0.00 0.03 -0.15 0.000
H 0.918 0.550 1.860 0.00 0.03 -0.04 -0.004
H 0.998 1.818 -0.198 -0.52 -0.06 0.00 -0.007
H 0.340 -2.216 -0.424 0.02 0.03 0.04 0.003
H 0.152 1.158 -1.612 -0.05 -0.09 -0.06 -0.001
H -0.793 1.467 -0.136 0.01 -0.04 0.00 0.002
H -1.185 -1.316 -0.541 -0.06 0.09 0.08 -0.001
H 0.041 -1.173 -1.820 0.00 0.05 0.07 0.002
```
Forces are in eV/Å.

---

(4)
This record from the OMol25 dataset describes a structure of composition C31H20BrMgN9OS3 in a non-equilibrium geometry. The level of theory is ωB97M-V/def2-TZVPD.

The frontier orbital gap is 5.72 eV. For the energy above the lowest of the compared OMol25 structures with the same formula, charge and spin, the calculation gives 55.2 kJ/mol. The value obtained for the HOMO energy is -1.79 eV. As for the energy: -5730.21758 Ha. The LUMO energy comes out at 3.93 eV. As for the net charge: -2. The calculation puts the max |F| at 2.7 eV Å⁻¹.

Geometry as XYZ:
```
66
Properties=species:S:1:pos:R:3:forces:R:3:mulliken_charge:R:1
Br 1.156 3.743 -4.758 -0.20 0.21 0.30 -0.187
S 1.100 2.350 -0.226 -0.30 -0.57 -0.60 -0.367
S 3.254 -0.928 0.726 -0.26 -0.12 0.33 -0.592
S 1.182 1.562 3.011 0.19 0.14 0.44 -0.622
Mg 0.819 0.213 1.034 0.10 -0.18 0.07 1.317
O -1.233 0.082 1.273 0.21 0.34 0.48 -0.890
N 2.408 -2.577 2.749 -1.32 -0.64 0.24 -1.135
N -1.799 -4.337 1.561 -0.18 -0.65 0.46 -0.610
N -3.992 -0.768 -3.384 -0.01 0.58 0.74 -0.744
N -3.535 -0.128 -4.355 -1.30 -1.47 -0.19 -0.420
N 4.696 7.312 0.496 -1.04 -1.23 0.86 -0.650
N 1.081 -2.415 2.318 1.74 0.77 0.68 0.515
N 4.602 -2.070 2.728 0.28 0.43 -0.68 -0.504
N 0.091 -0.730 -0.794 0.48 -0.54 -0.37 0.638
N 4.635 6.418 4.436 0.18 0.20 -0.06 -0.630
C 3.371 5.239 1.362 -0.34 -0.07 -0.38 0.448
C -1.623 -2.297 2.762 -1.26 -1.40 -0.70 -0.290
C -2.232 1.649 -3.290 0.01 1.95 0.39 0.191
C -2.432 0.704 -4.299 1.17 0.97 0.69 0.515
C 4.080 6.423 0.937 0.76 0.73 -1.36 -0.031
C 2.004 3.238 0.917 0.26 0.81 1.12 0.359
C -1.933 -0.163 0.256 0.45 -0.42 -0.14 0.953
C -3.335 -0.066 0.218 1.48 -0.04 -0.26 -0.815
C -1.248 2.673 -3.436 0.07 -0.50 -0.47 -0.325
C 0.180 -1.696 -2.989 0.10 0.02 0.35 -1.058
C -1.014 -3.392 2.122 -1.68 -0.04 0.28 0.361
C 2.797 3.733 3.198 0.21 1.29 -1.39 -1.127
C -3.146 -4.314 1.735 1.00 -0.01 -0.26 -0.336
C -0.332 2.603 -4.510 -1.28 -0.69 0.17 -0.089
C 2.659 4.395 0.471 0.72 0.02 1.32 -1.075
C 3.334 -1.932 2.159 0.85 0.89 -0.52 0.562
C -1.938 -1.086 -2.062 1.45 0.78 -0.05 0.407
C -1.231 -0.676 -0.933 -1.25 0.17 1.33 0.292
C -1.176 -1.629 -3.099 0.09 -0.35 -1.08 -0.792
C 0.763 -1.219 -1.798 0.66 0.00 -1.06 -0.441
C 1.097 -4.834 2.114 0.96 -2.16 1.34 -1.279
C 0.472 -3.521 2.221 -1.36 0.30 -1.30 0.342
C -3.946 -0.381 -0.969 -1.83 0.21 -0.97 -0.522
C -3.018 -2.218 2.837 1.41 -0.35 -0.06 -0.244
C -0.539 1.630 -5.486 0.43 -0.07 1.13 -0.551
C -1.557 0.701 -5.367 0.36 0.53 -0.89 -0.545
C 4.129 5.789 3.614 -0.27 -0.41 0.54 0.027
C 3.420 4.925 2.725 -0.41 -1.09 -0.14 0.594
C -3.272 -0.725 -2.130 -1.74 -0.79 -0.41 -0.093
C 2.044 2.911 2.339 0.35 0.27 -0.19 0.292
C -3.797 -3.278 2.382 -0.14 0.28 -0.32 -0.510
H -5.040 -0.272 -1.062 0.52 0.06 0.00 0.257
H 2.078 -4.852 1.636 -0.31 0.50 -0.69 0.342
H -1.019 -1.556 3.179 0.72 1.06 0.54 0.391
H 2.654 4.547 -0.587 0.03 0.46 -0.42 0.566
H -4.886 -3.291 2.422 0.28 0.13 0.18 0.331
H -1.656 -1.927 -4.028 -0.02 -0.06 0.14 0.608
H 1.480 -5.207 3.119 -1.02 0.32 -0.67 0.252
H -3.750 -5.164 1.340 0.77 0.65 0.13 0.334
H -2.940 1.717 -2.426 0.82 -0.10 -0.89 0.299
H -3.771 0.349 1.097 -0.73 -0.01 0.31 0.509
H 0.193 1.514 -6.257 0.15 0.08 -0.56 0.400
H -1.202 3.537 -2.769 0.07 -0.64 0.14 0.428
H -3.364 -1.311 3.281 -0.76 0.25 0.23 0.469
H 1.829 -1.166 -1.777 0.60 -0.09 0.51 0.367
H -1.645 0.041 -6.214 -0.41 -0.49 0.12 0.369
H 0.829 -2.052 -3.795 -0.34 0.07 0.34 0.384
H 4.630 -2.474 3.657 -0.01 0.39 -0.23 0.231
H 2.894 3.530 4.239 -0.16 -0.37 0.53 0.505
H 0.396 -5.568 1.663 0.52 0.43 0.37 0.383
H 5.239 -1.308 2.467 -0.51 -0.73 0.51 0.236
```
Forces are in eV/Å.